9 unconnected molecules or ions with the total composition C54H50F4. Source: the Open Molecules 2025 dataset; level of theory: ωB97M-V with the def2-TZVPD basis set.

```
108
Properties=species:S:1:pos:R:3
F -12.286 -15.260 15.607
C -13.270 -16.050 16.067
C -13.170 -17.406 15.836
C -14.056 -18.281 16.440
C -15.163 -17.689 17.130
C -15.361 -16.292 17.308
C -14.359 -15.479 16.775
H -12.246 -17.812 15.453
H -13.980 -19.348 16.293
H -15.806 -18.392 17.640
H -16.087 -15.894 18.001
H -14.282 -14.410 16.906
F -1.050 -2.306 22.311
C -0.219 -2.407 23.378
C -0.345 -3.485 24.249
C 0.517 -3.569 25.353
C 1.402 -2.530 25.610
C 1.559 -1.463 24.757
C 0.721 -1.404 23.631
H -1.106 -4.224 24.048
H 0.584 -4.299 26.147
H 2.062 -2.609 26.461
H 2.340 -0.747 24.966
H 0.814 -0.575 22.945
F -7.721 -8.070 20.813
C -8.908 -7.964 20.136
C -9.137 -8.574 18.871
C -10.307 -8.293 18.212
C -11.340 -7.524 18.821
C -11.093 -6.929 20.052
C -9.879 -7.126 20.660
H -8.259 -9.068 18.481
H -10.502 -8.684 17.224
H -12.269 -7.238 18.350
H -11.785 -6.209 20.463
H -9.764 -6.730 21.659
F -6.111 -7.820 28.670
C -6.894 -6.691 28.434
C -8.318 -6.759 28.545
C -9.037 -5.631 28.274
C -8.370 -4.441 27.996
C -6.981 -4.351 27.875
C -6.249 -5.496 28.189
H -8.758 -7.734 28.694
H -10.103 -5.712 28.426
H -8.989 -3.609 27.692
H -6.475 -3.426 27.643
H -5.176 -5.531 28.311
C -18.304 -7.694 11.356
C -17.010 -8.183 11.462
C -16.652 -9.322 10.708
C -17.570 -9.997 9.866
C -18.798 -9.398 9.710
C -19.189 -8.247 10.429
H -18.526 -6.783 11.892
H -16.279 -7.709 12.101
H -15.660 -9.610 11.025
H -17.309 -10.930 9.388
H -19.458 -9.808 8.959
H -20.194 -7.897 10.247
C 0.347 -6.371 16.852
C 1.598 -6.124 16.381
C 2.670 -6.915 16.877
C 2.530 -7.720 18.014
C 1.273 -7.791 18.602
C 0.185 -7.078 18.013
H -0.574 -5.966 16.460
H 1.707 -5.397 15.590
H 3.646 -6.642 16.502
H 3.367 -8.260 18.431
H 1.058 -8.381 19.480
H -0.820 -7.134 18.405
C -8.939 -15.597 24.675
C -9.454 -16.879 24.790
C -10.456 -17.302 23.925
C -10.967 -16.452 22.989
C -10.504 -15.141 22.841
C -9.496 -14.732 23.774
H -8.115 -15.306 25.309
H -8.973 -17.628 25.402
H -10.882 -18.280 24.093
H -11.672 -16.849 22.274
H -10.940 -14.513 22.078
H -9.028 -13.778 23.578
C -18.647 -1.987 24.449
C -17.932 -3.098 24.029
C -18.414 -3.928 22.977
C -19.611 -3.570 22.323
C -20.229 -2.385 22.690
C -19.766 -1.578 23.751
H -18.335 -1.405 25.304
H -17.081 -3.418 24.611
H -17.832 -4.822 22.808
H -20.072 -4.026 21.459
H -21.143 -2.199 22.146
H -20.304 -0.679 24.012
C -10.772 -2.973 10.412
C -10.705 -4.422 10.334
C -9.903 -5.171 11.219
C -9.162 -4.493 12.217
C -9.249 -3.130 12.303
C -10.005 -2.430 11.422
H -11.250 -2.367 9.656
H -11.272 -5.007 9.625
H -10.024 -6.244 11.200
H -8.381 -5.014 12.751
H -8.787 -2.588 13.115
H -9.982 -1.352 11.492
```

Output
SMILES   Fc1ccccc1.Fc1ccccc1.Fc1ccccc1.Fc1ccccc1.c1ccccc1.c1ccccc1.c1ccccc1.c1ccccc1.c1ccccc1
Orbital gap   0.3588 hartree

Mulliken population analysis, charges in e, atoms 1 to 2: number 1, F, carries -0.290; number 2, C, carries 0.323


A molecular structure, C54H51BrN2O9Si2. Source: the Open Molecules 2025 dataset; level of theory: ωB97M-V with the def2-TZVPD basis set.

```
119
Properties=species:S:1:pos:R:3
C 0.953 0.437 -2.406
C 1.679 1.563 -1.942
C 2.833 2.150 -2.879
O 3.934 2.337 -2.340
O 2.512 2.350 -4.227
C 3.327 3.369 -4.856
C 2.710 4.856 -4.708
C 2.830 5.455 -3.231
C 1.447 5.923 -2.576
C 0.207 4.959 -2.866
C -0.981 5.261 -1.802
Si -2.193 3.787 -1.697
N -3.919 4.229 -1.712
C -4.204 5.553 -1.069
C -4.849 6.500 -2.179
C -3.822 7.054 -3.273
O -1.912 2.823 -3.130
Si -3.092 1.589 -3.334
N -2.410 0.444 -4.554
Br -5.044 2.360 -4.302
H 0.435 -0.282 -1.685
H 0.867 0.199 -3.511
H 1.440 1.969 -0.917
H 4.426 3.346 -4.582
H 3.283 3.154 -5.984
H 3.369 5.502 -5.395
H 1.662 4.928 -5.158
H 3.357 4.787 -2.483
H 3.478 6.402 -3.313
H 1.181 6.958 -2.992
H 1.584 6.043 -1.446
H -0.147 5.201 -3.932
H 0.504 3.861 -2.886
H -0.447 5.331 -0.786
H -1.465 6.270 -1.982
H -1.818 2.971 -0.533
H -4.385 3.519 -1.114
H -3.333 6.006 -0.497
H -5.033 5.362 -0.294
H -5.442 7.381 -1.758
H -5.613 5.860 -2.751
H -4.420 7.202 -4.243
H -3.438 8.097 -2.987
H -2.985 6.330 -3.527
H -3.463 0.894 -2.104
H -2.665 0.898 -5.454
H -1.386 0.619 -4.495
C 6.978 -0.234 -1.783
C 6.122 0.791 -1.385
C 5.812 0.954 -0.040
C 6.347 0.085 0.910
C 7.184 -0.957 0.508
C 7.508 -1.107 -0.841
C 7.719 -1.917 1.500
O 8.454 -2.825 1.150
C 7.341 -1.762 2.924
C 7.790 -2.692 3.862
C 7.451 -2.548 5.202
C 6.670 -1.470 5.612
C 6.216 -0.544 4.680
C 6.542 -0.693 3.332
C 6.024 0.279 2.343
O 5.337 1.220 2.701
H 7.227 -0.356 -2.832
H 5.699 1.464 -2.122
H 5.149 1.757 0.265
H 8.169 -1.907 -1.158
H 8.401 -3.532 3.550
H 7.797 -3.275 5.928
H 6.411 -1.354 6.659
H 5.604 0.291 5.005
C 3.628 -4.986 1.319
C 4.914 -4.792 1.817
C 5.325 -5.463 2.963
C 4.447 -6.321 3.622
C 3.150 -6.496 3.137
C 2.746 -5.835 1.977
C 2.191 -7.367 3.855
O 1.059 -7.523 3.430
C 2.626 -8.037 5.102
C 1.717 -8.814 5.821
C 2.119 -9.457 6.985
C 3.433 -9.335 7.432
C 4.340 -8.558 6.722
C 3.936 -7.899 5.561
C 4.901 -7.045 4.832
O 6.050 -6.934 5.224
H 3.311 -4.469 0.420
H 5.598 -4.119 1.310
H 6.330 -5.312 3.342
H 1.744 -5.978 1.588
H 0.693 -8.916 5.477
H 1.409 -10.056 7.545
H 3.749 -9.843 8.337
H 5.361 -8.462 7.077
C -9.563 3.704 -1.178
C -10.837 3.342 -0.746
C -11.105 2.026 -0.391
C -10.101 1.062 -0.477
C -8.831 1.419 -0.933
C -8.562 2.745 -1.273
C -7.769 0.397 -1.077
O -6.661 0.711 -1.471
C -8.080 -1.011 -0.743
C -7.108 -1.995 -0.928
C -7.386 -3.317 -0.604
C -8.632 -3.662 -0.086
C -9.606 -2.687 0.095
C -9.335 -1.361 -0.242
C -10.390 -0.335 -0.079
O -11.482 -0.636 0.370
H -9.353 4.733 -1.447
H -11.622 4.089 -0.685
H -12.097 1.751 -0.050
H -7.572 3.031 -1.615
H -6.134 -1.732 -1.328
H -6.630 -4.081 -0.753
H -8.846 -4.694 0.174
H -10.576 -2.962 0.494
```

Output
Orbital gap   0.3125 hartree

Mulliken population analysis, charges in e, atoms 1 to 2: number 1, C, carries -0.772; number 2, C, carries -0.080